Record 1
{"formula": "C8H19Cl8NNbO2", "method": "ωB97M-V/def2-TZVPD", "lumo_energy_ha": 0.0661, "mol_weight_g_mol": 537.8, "total_charge": -1, "elements": ["C", "C", "O", "N", "Nb", "C", "C", "O", "H", "H", "H", "H", "H", "H", "H", "H", "H", "H", "H", "C", "Cl", "Cl", "H", "H", "C", "Cl", "Cl", "H", "H", "C", "Cl", "Cl", "H", "H", "C", "Cl", "Cl", "H", "H"], "xyz": [[4.052, -1.197, -1.818], [3.291, -1.692, -3.030], [3.776, -2.570, -3.719], [2.044, -1.091, -3.354], [0.343, -1.851, -2.306], [2.179, 0.346, -3.392], [1.947, 1.210, -2.175], [2.510, 0.882, -4.432], [4.576, -2.045, -1.404], [4.807, -0.506, -2.186], [3.431, -0.696, -1.094], [-0.543, -2.343, -3.823], [-0.543, -0.250, -2.462], [1.044, -1.369, -0.654], [1.007, -3.580, -2.199], [-1.048, -2.454, -1.287], [1.740, 0.661, -1.270], [2.859, 1.782, -2.029], [1.160, 1.914, -2.399], [-2.142, 1.201, 1.094], [-2.538, 0.402, -0.425], [-0.478, 1.811, 1.115], [-2.809, 2.041, 1.239], [-2.252, 0.487, 1.901], [-3.315, -4.743, -4.444], [-1.581, -5.038, -4.313], [-3.850, -3.340, -3.511], [-3.556, -4.571, -5.486], [-3.841, -5.614, -4.074], [-2.398, 1.735, 5.386], [-3.582, 2.675, 4.463], [-0.943, 1.391, 4.447], [-2.104, 2.311, 6.255], [-2.856, 0.797, 5.677], [0.059, 4.727, 7.146], [-0.334, 3.171, 7.890], [-1.345, 5.442, 6.350], [0.403, 5.400, 7.921], [0.832, 4.565, 6.405]], "atomic_forces_ev_per_a": [[0.1, 0.2, -0.5], [0.4, -0.8, -1.0], [-0.5, 0.4, 0.6], [0.0, 0.5, 1.8], [1.8, 0.1, -1.3], [0.2, 0.4, -1.1], [0.4, -0.1, 0.0], [-0.2, -0.4, 0.6], [0.0, -0.2, 0.3], [0.2, 0.2, 0.0], [-0.2, 0.0, 0.3], [-0.7, 0.0, 0.3], [-0.5, -0.1, -0.3], [-0.4, -0.1, 0.4], [-0.4, -0.2, -0.1], [0.3, 0.2, 0.0], [-0.3, -0.2, 0.1], [0.2, 0.2, 0.0], [-0.3, 0.1, 0.0], [-0.2, -0.1, -0.1], [-0.1, 0.1, 0.2], [0.1, 0.1, -0.1], [0.0, 0.1, 0.0], [0.1, 0.0, 0.0], [0.0, -0.1, -0.1], [-0.1, -0.1, 0.0], [0.0, 0.0, 0.0], [0.0, 0.1, 0.0], [0.0, 0.0, 0.1], [0.1, 0.0, 0.1], [0.0, 0.0, 0.0], [-0.1, 0.0, 0.1], [-0.1, 0.0, -0.1], [0.0, 0.0, -0.1], [0.0, 0.0, -0.1], [0.1, 0.0, 0.2], [0.0, 0.0, 0.0], [-0.1, 0.0, 0.0], [0.0, -0.1, 0.0]]}

Record 2
{"formula": "C5H12N2", "method": "ωB97M-V/def2-TZVPD", "multiplicity": 2, "lumo_energy_ha": [-0.1339, -0.2697], "mol_weight_g_mol": 100.2, "total_charge": 1, "elements": ["C", "C", "C", "C", "C", "N", "N", "H", "H", "H", "H", "H", "H", "H", "H", "H", "H", "H", "H"], "xyz": [[1.813, 1.062, -0.392], [1.480, 0.364, 0.989], [0.592, -0.855, 0.869], [-0.613, -0.638, -0.024], [-1.651, 0.007, 0.572], [-2.685, 0.529, -0.449], [-0.442, -0.976, -1.394], [2.453, 1.959, -0.262], [2.508, 0.284, -0.954], [0.981, 1.360, -1.105], [2.424, 0.024, 1.509], [0.842, 1.086, 1.424], [0.312, -1.278, 1.848], [1.213, -1.604, 0.374], [-1.420, 0.580, 1.544], [-2.943, -0.310, -0.965], [-3.504, 0.900, 0.056], [-1.043, -0.477, -2.148], [-0.319, -2.019, -1.492]], "atomic_forces_ev_per_a": [[1.9, -1.9, -1.2], [0.3, 0.9, -1.9], [-0.1, -2.4, -0.9], [2.8, -1.2, -1.6], [-2.9, 4.6, -2.7], [2.0, -2.3, 4.6], [-2.3, 0.2, 1.3], [-0.5, -0.6, 0.2], [-1.4, 1.6, 0.7], [0.7, -0.6, 1.2], [-1.2, 1.0, -0.3], [0.1, 1.0, 1.7], [0.0, 0.4, -0.3], [-0.1, -0.3, 0.0], [-1.0, -1.1, -1.5], [-0.3, 0.4, -0.4], [0.4, 0.0, -0.6], [1.1, -1.4, 1.9], [0.4, 1.7, -0.4]]}

Record 3
{"formula": "C3H6O2", "method": "ωB97M-V/def2-TZVPD", "lumo_energy_ha": [-0.0120, -0.0464], "mol_weight_g_mol": 74.1, "elements": ["C", "C", "C", "O", "O", "H", "H", "H", "H", "H", "H"], "xyz": [[-0.316, 1.207, -1.257], [-0.369, -0.015, -0.686], [-0.658, -0.201, 0.676], [-0.860, -1.347, 1.271], [1.935, -0.761, 0.927], [-0.102, 1.335, -2.302], [-0.476, 2.098, -0.677], [-0.192, -0.900, -1.281], [-0.845, 0.654, 1.314], [-0.501, -2.081, 0.748], [2.384, 0.012, 1.268]], "atomic_forces_ev_per_a": [[-0.1, -0.2, 0.1], [0.0, 0.1, -0.3], [1.4, 0.3, 0.4], [-0.3, -0.5, 0.0], [-1.2, -0.2, -0.3], [0.1, 0.0, -0.2], [-0.1, 0.2, 0.1], [0.1, -0.1, -0.1], [-0.1, 0.0, 0.0], [0.0, 0.1, 0.1], [0.2, 0.4, 0.2]]}

Respective E values: -4259.7606; -306.8753; -268.2349 Eh.